(1)
{"formula": "C28H42NO9P2V", "method": "ωB97M-V/def2-TZVPD", "mol_weight_g_mol": 649.5, "orbital_gap_ev": [6.8, 7.1], "spin_multiplicity": 2, "relative_energy_kj_mol": 0.0, "energy_ev": -93914.5919, "charge": -1, "species": ["V", "C", "C", "C", "C", "C", "C", "C", "N", "C", "C", "C", "C", "C", "C", "O", "C", "C", "C", "C", "C", "C", "C", "C", "C", "O", "C", "C", "C", "C", "C", "C", "H", "H", "H", "H", "H", "H", "H", "H", "H", "H", "H", "H", "H", "H", "H", "H", "H", "H", "H", "H", "H", "H", "H", "H", "H", "H", "H", "H", "H", "H", "H", "H", "H", "H", "H", "H", "H", "H", "H", "H", "O", "P", "O", "O", "O", "P", "O", "O", "O", "H", "H"], "coordinates": [[-0.07036, 0.18024, 0.21305], [-1.78907, -5.53694, -3.34480], [-2.27126, -4.30504, -4.11449], [-1.67008, -4.36410, -5.52576], [-3.80142, -4.37270, -4.21716], [-1.85422, -3.00108, -3.42702], [-1.18383, -2.99173, -2.21343], [-0.80987, -1.78750, -1.62908], [-0.13373, -1.58687, -0.40428], [0.46576, -2.55123, 0.43891], [0.75198, -3.88060, 0.14763], [1.25038, -4.71545, 1.13435], [1.44722, -4.17677, 2.40403], [1.24000, -2.83353, 2.70761], [0.79951, -2.00621, 1.67249], [0.62459, -0.67165, 1.78690], [1.49174, -2.25408, 4.10414], [1.90387, -3.33070, 5.11280], [0.20541, -1.59422, 4.62460], [2.61666, -1.21127, 4.03739], [1.57753, -6.18790, 0.86936], [1.28359, -6.58629, -0.57884], [0.73417, -7.08232, 1.78778], [3.06568, -6.44546, 1.14359], [-1.16769, -0.57066, -2.21292], [-0.84181, 0.53818, -1.51504], [-1.85241, -0.55044, -3.43057], [-2.16219, -1.77690, -4.01412], [-2.25987, 0.78585, -4.05988], [-3.02792, 0.60044, -5.37184], [-1.00448, 1.61948, -4.36004], [-3.16915, 1.55564, -3.09057], [-2.08946, -6.44191, -3.87999], [-2.22377, -5.58238, -2.34229], [-0.69964, -5.54716, -3.24854], [-1.93794, -5.30689, -6.01467], [-0.58003, -4.29651, -5.47743], [-2.02943, -3.54458, -6.15237], [-4.11427, -5.30080, -4.70825], [-4.19793, -3.53195, -4.79124], [-4.25055, -4.33939, -3.22101], [-0.99157, -3.91490, -1.69787], [0.61610, -4.24398, -0.85549], [1.80028, -4.83599, 3.18530], [1.13925, -4.10565, 5.21837], [2.03966, -2.85988, 6.08962], [2.84939, -3.80648, 4.83815], [-0.60536, -2.32732, 4.67098], [-0.11498, -0.76335, 3.99737], [0.37228, -1.20312, 5.63401], [3.54865, -1.67907, 3.70624], [2.78081, -0.78142, 5.03252], [2.38801, -0.40286, 3.34340], [0.22388, -6.46237, -0.82142], [1.54187, -7.63828, -0.72730], [1.87078, -5.99347, -1.28602], [-0.33086, -6.91392, 1.60760], [0.93199, -6.87714, 2.84215], [0.95512, -8.13885, 1.60005], [3.68477, -5.80976, 0.50521], [3.31828, -7.49209, 0.94164], [3.32316, -6.22662, 2.18238], [-2.68917, -1.78406, -4.95884], [-2.42599, 0.08574, -6.12637], [-3.29307, 1.58379, -5.76991], [-3.95417, 0.03850, -5.22218], [-0.36531, 1.09574, -5.07647], [-0.42940, 1.80376, -3.45348], [-1.29015, 2.58376, -4.79476], [-4.07921, 0.98276, -2.89065], [-3.45712, 2.51484, -3.53424], [-2.66812, 1.74830, -2.14276], [-1.44236, 3.20535, 1.68646], [-0.92594, 1.82068, 2.32191], [-1.26003, 1.68987, 3.73788], [-1.46407, 0.78132, 1.30270], [0.69449, 1.98484, 2.16034], [1.93155, 1.81702, 1.11213], [2.29838, 3.35258, 0.82410], [3.06771, 1.10479, 1.69422], [1.32252, 1.32383, -0.23276], [-1.40672, 3.88541, 2.37018], [3.08116, 3.55868, 1.34896]]}


(2)
{"formula": "C34H45GeN3O8PS4SeV", "method": "ωB97M-V/def2-TZVPD", "mol_weight_g_mol": 985.5, "orbital_gap_ev": [4.9, 5.5], "spin_multiplicity": 2, "relative_energy_kj_mol": 263.3, "energy_ev": -257024.8149, "charge": -1, "species": ["V", "C", "C", "N", "N", "C", "S", "S", "C", "C", "C", "C", "C", "C", "C", "C", "C", "C", "C", "C", "C", "O", "H", "H", "H", "H", "H", "H", "H", "H", "H", "H", "H", "H", "H", "H", "O", "C", "C", "C", "N", "C", "C", "C", "O", "O", "C", "O", "O", "H", "H", "H", "C", "C", "C", "O", "P", "S", "S", "O", "C", "C", "C", "H", "H", "H", "H", "H", "H", "H", "H", "H", "H", "H", "H", "H", "H", "C", "Ge", "C", "C", "C", "Se", "C", "H", "H", "H", "H", "H", "H", "H", "H", "H", "H", "H", "H", "H", "H"], "coordinates": [[-1.00198, 0.61541, -0.81985], [-2.09313, 1.95769, -4.27289], [-0.85532, 1.18594, -3.96498], [0.08305, 1.72512, -3.27477], [1.29820, 1.07670, -3.33849], [1.84623, 0.59077, -2.30309], [1.27835, 0.56449, -0.65197], [3.45690, -0.15465, -2.49984], [2.98988, -1.50124, -3.64040], [3.00635, -2.85354, -2.97303], [2.48276, -3.02762, -1.69273], [2.43293, -4.28699, -1.12231], [2.90826, -5.39028, -1.82119], [3.44369, -5.22384, -3.08968], [3.49476, -3.95837, -3.65962], [-0.76119, -0.24660, -4.36423], [-0.51590, -0.74641, -5.62832], [-0.35185, -2.11784, -5.80679], [-0.44376, -2.98127, -4.72328], [-0.71105, -2.50070, -3.44843], [-0.86157, -1.13596, -3.28520], [-1.09590, -0.57759, -2.07666], [-2.06090, 2.93371, -3.79120], [-2.98765, 1.40499, -3.98053], [-2.14915, 2.10293, -5.35568], [3.64342, -1.47860, -4.51209], [1.98429, -1.26821, -3.98698], [2.14012, -2.17531, -1.11587], [2.03354, -4.39206, -0.12213], [2.87353, -6.37425, -1.37097], [3.83069, -6.07628, -3.63482], [3.91555, -3.82799, -4.65115], [-0.41765, -0.06783, -6.46634], [-0.14259, -2.50922, -6.79343], [-0.30228, -4.04448, -4.86378], [-0.83275, -3.15250, -2.59364], [-2.28222, -2.61373, 4.21832], [-2.10327, -1.93985, 3.06550], [-2.36968, -2.49762, 1.82568], [-2.18335, -1.75263, 0.67744], [-1.63115, -0.52813, 0.74761], [-1.41486, 0.02307, 1.95813], [-1.68984, -0.61157, 3.13796], [-1.05064, 1.47476, 1.87395], [-1.01117, 2.20111, 2.83590], [-0.89764, 1.85073, 0.62202], [-2.84573, -2.22911, -0.62890], [-2.60432, -3.37614, -0.99980], [-3.63198, -1.36379, -1.08339], [-2.46964, -3.53709, 4.02134], [-2.75942, -3.50209, 1.72172], [-1.52698, -0.10476, 4.07730], [3.33960, -2.96749, 5.80711], [2.37254, -2.51213, 4.72846], [1.17926, -1.77918, 5.31575], [3.13505, -1.69253, 3.83861], [2.58415, -1.17851, 2.39049], [4.17853, -0.76785, 1.32260], [1.19081, -2.40366, 1.71035], [1.79189, 0.19148, 2.79867], [2.55820, 1.31477, 3.28760], [1.98473, 1.72988, 4.63020], [2.50359, 2.42900, 2.25914], [2.85307, -3.67675, 6.47839], [3.67960, -2.10965, 6.39182], [4.21018, -3.44359, 5.35833], [2.01251, -3.37490, 4.15791], [1.49875, -0.86955, 5.82498], [0.67680, -2.42508, 6.03975], [0.47297, -1.51657, 4.53009], [3.59911, 0.99739, 3.40630], [0.91586, 1.92279, 4.53720], [2.47628, 2.64203, 4.97533], [2.14661, 0.95150, 5.37588], [1.47152, 2.73371, 2.07563], [2.95049, 2.09087, 1.32581], [3.06209, 3.29479, 2.62331], [-3.04274, 6.45267, -1.25661], [-2.30417, 4.76563, -0.55950], [-0.52010, 4.53210, -1.30946], [-2.30582, 4.89826, 1.38302], [-3.61934, 3.47234, -1.28906], [-3.52124, 1.52422, -1.21307], [-4.24637, 1.30461, 0.56630], [-2.38088, 7.28502, -1.01718], [-4.01834, 6.65809, -0.81504], [-3.15733, 6.41148, -2.33971], [0.12834, 5.32377, -0.93075], [-0.53916, 4.59777, -2.39787], [-0.07862, 3.58216, -1.02830], [-1.68792, 5.75325, 1.65959], [-1.88567, 4.01609, 1.86253], [-3.31419, 5.07575, 1.75899], [-3.67810, 3.69777, -2.35691], [-4.60604, 3.71799, -0.88506], [-3.62256, 1.81376, 1.29946], [-4.27882, 0.23192, 0.73424], [-5.25115, 1.72334, 0.57031]]}


(3)
{"formula": "C3H6OS", "method": "ωB97M-V/def2-TZVPD", "mol_weight_g_mol": 90.1, "orbital_gap_ev": 9.6, "relative_energy_kj_mol": 293.9, "smiles": "OC[C@@H]1CS1", "energy_ev": -16087.9441, "species": ["C", "C", "C", "H", "H", "H", "H", "H", "H", "O", "S"], "coordinates": [[0.79976, 0.55342, -0.67745], [-0.44248, 0.48394, 0.16349], [-0.61658, -0.74839, 0.98827], [0.58115, -0.96156, -1.68573], [1.42991, 1.13665, -0.01851], [0.50475, 1.48766, -1.29527], [-0.32957, 1.48562, 0.63049], [-0.77040, -0.76091, 2.19318], [-0.26154, -1.79995, 0.82184], [1.22064, -0.47959, -1.17043], [-2.11563, -0.39689, 0.05012]]}


(4)
{"formula": "C20H22N2O3", "method": "ωB97M-V/def2-TZVPD", "mol_weight_g_mol": 338.4, "orbital_gap_ev": 8.1, "relative_energy_kj_mol": 400.7, "smiles": "Cc1ccc(C(=O)c2cc([N+](=O)[O-])ccc2N2CCCCC2)c(C)c1", "energy_ev": -30217.5643, "species": ["C", "C", "C", "C", "C", "C", "C", "H", "H", "C", "O", "C", "C", "C", "C", "C", "C", "N", "C", "H", "C", "C", "C", "C", "H", "H", "H", "H", "H", "H", "H", "H", "H", "H", "H", "N", "O", "O", "H", "C", "H", "H", "H", "H", "H", "H", "H"], "coordinates": [[-3.70880, -2.33560, 2.22641], [-2.53104, -2.07173, 1.34190], [-2.62504, -2.22431, -0.03392], [-1.54606, -2.01246, -0.88149], [-0.32269, -1.60340, -0.32313], [-0.22271, -1.46552, 1.06284], [-1.30570, -1.69706, 1.88319], [-1.20295, -1.58951, 2.95314], [0.72487, -1.19457, 1.50395], [0.86708, -1.34859, -1.17138], [1.03427, -1.85821, -2.26061], [1.92592, -0.49435, -0.54805], [3.18985, -1.05143, -0.51933], [4.21957, -0.44409, 0.19085], [3.97095, 0.73563, 0.89215], [2.73268, 1.32151, 0.83286], [1.68198, 0.75758, 0.07719], [0.49381, 1.40251, -0.04680], [0.15453, 2.50416, 0.83499], [0.71019, 3.41506, 0.57157], [-1.34089, 2.78754, 0.75413], [-1.71548, 3.28810, -0.64408], [-0.81058, 2.63269, -1.69296], [-0.35943, 1.25602, -1.20876], [0.20242, 0.75185, -1.99724], [-1.24358, 0.65208, -0.97394], [0.07217, 3.24830, -1.87392], [-1.33764, 2.52581, -2.64076], [-1.60867, 4.37227, -0.69629], [-2.76045, 3.05013, -0.84510], [-1.88200, 1.86912, 0.98755], [-1.60714, 3.52911, 1.50748], [0.41748, 2.22259, 1.85867], [2.57919, 2.25041, 1.35554], [4.77228, 1.18546, 1.45795], [5.51252, -1.03724, 0.22972], [6.37181, -0.48333, 0.89368], [5.69124, -2.06443, -0.39819], [3.37202, -1.98897, -1.02365], [-1.72010, -2.21209, -2.35184], [-1.17474, -3.09958, -2.66878], [-1.31318, -1.37625, -2.91744], [-2.77142, -2.33693, -2.60115], [-3.57074, -2.52626, -0.46262], [-3.67807, -3.36630, 2.58130], [-4.64260, -2.19290, 1.68783], [-3.69516, -1.68285, 3.09657]]}


(5)
{"formula": "C33H71F3N3O44S8", "method": "ωB97M-V/def2-TZVPD", "mol_weight_g_mol": 1527.4, "orbital_gap_ev": 1.8, "energy_ev": -224734.8350, "charge": 1, "species": ["N", "H", "H", "H", "H", "N", "H", "H", "H", "H", "N", "H", "H", "H", "H", "C", "O", "H", "H", "H", "C", "O", "O", "C", "F", "F", "F", "C", "C", "H", "H", "H", "H", "H", "H", "C", "C", "C", "O", "C", "O", "O", "H", "H", "H", "H", "H", "H", "C", "C", "C", "O", "C", "O", "O", "H", "H", "H", "H", "H", "H", "C", "C", "C", "O", "C", "O", "O", "H", "H", "H", "H", "H", "H", "C", "C", "O", "S", "O", "O", "O", "H", "H", "H", "H", "C", "C", "O", "S", "O", "O", "O", "H", "H", "H", "H", "C", "C", "O", "S", "O", "O", "O", "H", "H", "H", "H", "C", "C", "O", "S", "O", "O", "O", "H", "H", "H", "H", "C", "C", "O", "S", "O", "O", "O", "H", "H", "H", "H", "C", "C", "O", "S", "O", "O", "O", "H", "H", "H", "H", "C", "C", "O", "S", "O", "O", "O", "H", "H", "H", "H", "C", "C", "O", "S", "O", "O", "O", "H", "H", "H", "H"], "coordinates": [[2.93806, 4.91001, 8.40045], [3.50951, 5.74052, 8.33881], [1.96951, 5.09086, 8.62250], [3.30117, 4.18905, 9.00745], [2.95905, 4.43860, 7.50745], [-2.45931, 1.93269, 5.86516], [-1.54549, 1.97089, 5.43670], [-3.02208, 1.91045, 5.02677], [-2.53050, 2.73672, 6.47225], [-2.52432, 1.03691, 6.32715], [2.90782, -2.14012, 7.31711], [3.42018, -1.63027, 8.02256], [3.10003, -1.60995, 6.47921], [1.92253, -2.07921, 7.53066], [3.24930, -3.09013, 7.28625], [-2.81849, -4.05023, 6.98533], [-2.30909, -2.94649, 7.65348], [-2.03519, -4.79221, 6.83040], [-3.67234, -4.59278, 7.39113], [-3.09640, -3.69004, 5.99481], [1.68943, 1.20173, 1.45935], [0.41688, 0.58106, 1.21777], [1.75085, 1.36104, 2.88850], [2.86231, 0.49558, 0.62389], [2.95983, -0.82485, 0.89035], [2.80331, 0.58344, -0.69949], [4.07520, 1.07356, 0.86514], [-0.04631, 0.19439, -0.06520], [-1.53533, -0.28849, 0.13625], [-1.97473, -0.68398, -0.77951], [-1.57041, -1.16241, 0.78674], [-2.19421, 0.50912, 0.47946], [0.47487, -0.63891, -0.53646], [-0.08780, 1.04051, -0.75110], [1.61761, 2.20241, 1.03323], [-10.18776, -6.11060, -7.08091], [-10.48990, -4.90870, -6.12667], [-9.97662, -5.15141, -4.72187], [-8.70695, -4.52319, -4.74949], [-8.53679, -3.68086, -5.80382], [-7.59994, -2.88279, -5.96386], [-9.65624, -3.81153, -6.57810], [-10.88628, -6.20669, -7.91214], [-10.11544, -7.08277, -6.59332], [-9.21749, -5.96595, -7.55606], [-11.54785, -4.66583, -6.22585], [-9.91670, -6.23044, -4.57970], [-10.76445, -4.76537, -4.07503], [-8.39799, 5.22145, -5.15151], [-9.67976, 4.80112, -4.40201], [-9.32530, 4.07092, -3.20719], [-10.33315, 4.39056, -2.31119], [-10.72203, 5.59870, -2.55157], [-11.38717, 6.36225, -1.83178], [-10.28837, 5.96268, -3.79668], [-7.65189, 5.61204, -4.45950], [-8.60132, 5.84179, -6.02440], [-7.93845, 4.32693, -5.57196], [-10.43715, 4.28144, -4.98887], [-8.34717, 4.32267, -2.79731], [-9.45335, 2.99503, -3.32621], [-1.22713, 2.71952, -6.85921], [-0.46044, 1.82739, -7.79788], [-1.25313, 0.98377, -8.67240], [-0.56785, 1.00782, -9.89551], [0.34297, 1.97810, -9.93635], [1.01184, 2.38781, -10.89335], [0.30929, 2.61088, -8.72314], [-0.51946, 3.40219, -6.38882], [-1.88861, 2.18479, -6.17758], [-1.86967, 3.32675, -7.49679], [0.24490, 1.19287, -7.26124], [-2.29885, 1.27866, -8.75972], [-1.27541, -0.03326, -8.28094], [-8.89994, -4.96746, 4.85589], [-8.33922, -4.62184, 3.44310], [-8.97401, -3.44941, 3.09082], [-8.95351, -2.44086, 4.31621], [-10.01572, -1.42266, 4.19805], [-7.57830, -2.10280, 4.53945], [-9.47354, -3.71507, 5.32150], [-8.11879, -5.13425, 5.59757], [-9.53108, -5.85523, 4.89637], [-8.62290, -5.38840, 2.72198], [-7.27622, -4.38097, 3.43317], [-6.90529, 7.74060, 2.94822], [-7.07312, 6.34674, 3.48747], [-6.26168, 5.47013, 2.76246], [-4.97280, 6.32118, 2.08029], [-4.65633, 5.78497, 0.79664], [-3.94266, 6.45465, 3.09760], [-5.85733, 7.69477, 2.02353], [-6.69689, 8.46606, 3.73459], [-7.71433, 8.05844, 2.29055], [-8.10230, 5.98813, 3.47053], [-6.91349, 6.30860, 4.56504], [6.73014, -7.24874, 2.17267], [7.67125, -8.35670, 2.76205], [7.37481, -8.37437, 4.24829], [5.70509, -8.20563, 4.42294], [5.19262, -7.57692, 5.66649], [4.94840, -9.31351, 3.87875], [5.81601, -6.97373, 3.23196], [6.19978, -7.42083, 1.23608], [7.22374, -6.30972, 1.92225], [8.75085, -8.31833, 2.61685], [7.44309, -9.32379, 2.31396], [2.70183, 10.88736, 4.80218], [2.28373, 10.24970, 3.54398], [2.93139, 9.03169, 3.47396], [4.52795, 9.25654, 3.95713], [5.41721, 9.45495, 2.76325], [4.93206, 8.31099, 5.00475], [4.10193, 10.63044, 4.69941], [2.17555, 10.33430, 5.58016], [2.47296, 11.94759, 4.91000], [2.69391, 10.78778, 2.68939], [1.22996, 10.29165, 3.26843], [7.84298, 4.72018, -6.00503], [6.93708, 3.77834, -6.69405], [7.73799, 2.97461, -7.56902], [9.39623, 3.37421, -7.41675], [9.81133, 4.39691, -8.39989], [10.27880, 2.17762, -7.17261], [9.07649, 4.09386, -5.98436], [7.57843, 5.03245, -4.99478], [8.01129, 5.65283, -6.54347], [6.27172, 4.37117, -7.32171], [6.37715, 3.09995, -6.05034], [9.81396, 0.57963, 5.83850], [10.31490, 0.62579, 7.26643], [10.97281, -0.52346, 7.50379], [10.38045, -1.81631, 6.71098], [9.07431, -2.17336, 7.38919], [11.36881, -2.81400, 6.30749], [10.10935, -0.79973, 5.46063], [10.30267, 1.29055, 5.17227], [8.74002, 0.73122, 5.73000], [9.55954, 0.79281, 8.03431], [11.05447, 1.42565, 7.30306], [12.64299, -1.64442, -1.90015], [11.18281, -2.02225, -2.23744], [11.16832, -3.38221, -2.26963], [12.67061, -3.91374, -2.90447], [12.74358, -4.07214, -4.37353], [12.88244, -5.03024, -2.03502], [13.54784, -2.59706, -2.36687], [12.66134, -1.78467, -0.81936], [12.96219, -0.66204, -2.24816], [10.88747, -1.69912, -3.23567], [10.49401, -1.67444, -1.46758], [-3.49264, -8.16791, -3.35023], [-3.42732, -8.30518, -4.83356], [-3.14600, -9.68472, -5.12528], [-2.33194, -10.44054, -3.87792], [-0.88480, -10.07841, -3.95098], [-2.63220, -11.84325, -3.65832], [-3.19050, -9.45272, -2.75543], [-4.48123, -8.01583, -2.91703], [-2.78404, -7.42671, -2.98062], [-2.66856, -7.66206, -5.27939], [-4.34806, -7.99611, -5.32834]]}